Molecular formula: C50H65BNO4S
Method: DFT, ωB97M-V/def2-TZVPD

Its HOMO energy is -4.047 eV. As for the net charge: -1. As for the electronic energy: -2723.059858 Eh. The energy above the lowest of the compared OMol25 structures with the same formula, charge and spin is 0.0 kJ/mol. The calculation puts the frontier orbital gap at 4.312 eV.

CARTESIAN COORDINATES (ANGSTROEM)
C  3.4668  -9.0987  9.6162
C  1.9592  -8.8626  9.5075
C  1.6413  -7.7532  8.4881
C  1.5629  -8.2716  7.0338
C  2.8584  -8.0750  6.2382
C  2.9441  -6.7778  5.4371
C  1.8012  -6.4978  4.4690
C  1.8531  -5.0314  4.0291
C  0.9916  -4.7073  2.8052
C  1.5914  -3.5209  2.0059
C  0.5716  -2.4618  1.6200
C  1.2441  -1.3294  0.7969
C  1.1252  0.0749  1.4438
C  2.4810  0.5323  2.0016
C  3.3743  1.2486  0.9718
C  4.4735  0.3968  0.3168
C  4.0823  -0.1411  -1.0608
C  4.0904  0.9330  -2.1639
B  5.2189  0.6945  -3.3479
C  5.1150  1.9970  -4.3950
N  6.4130  2.7253  -4.6264
C  4.8921  -0.6878  -4.1894
C  6.1336  -1.2225  -4.9194
C  5.8716  -1.8810  -6.2755
S  5.1072  -0.7863  -7.5176
H  3.7397  -9.7412  10.4502
H  3.8025  -9.6114  8.7184
H  3.9983  -8.1559  9.6954
H  1.5895  -8.5623  10.4878
H  1.4583  -9.7788  9.2151
H  2.4613  -7.0394  8.5468
H  0.7389  -7.2125  8.7615
H  0.7019  -7.8115  6.5598
H  1.3517  -9.3380  7.0821
H  3.6643  -8.0403  6.9677
H  3.0675  -8.9513  5.6289
H  3.8782  -6.7676  4.8801
H  3.0157  -5.9404  6.1332
H  0.8227  -6.6553  4.9191
H  1.8796  -7.1476  3.5993
H  2.8902  -4.8470  3.7467
H  1.6522  -4.3803  4.8777
H  1.0066  -5.5805  2.1571
H  -0.0269  -4.4663  3.0947
H  2.3356  -3.0393  2.6359
H  2.0880  -3.8984  1.1168
H  0.0613  -2.0451  2.4851
H  -0.1761  -2.9206  0.9743
H  2.3006  -1.5613  0.7522
H  0.8915  -1.3514  -0.2309
H  0.3510  0.0653  2.2055
H  0.8760  0.7634  0.6405
H  2.2729  1.2512  2.7990
H  2.9965  -0.2972  2.4780
H  2.7927  1.7187  0.1823
H  3.8824  2.0415  1.5192
H  4.7915  -0.4279  0.9576
H  5.3377  1.0411  0.1648
H  4.8049  -0.9194  -1.3141
H  3.1120  -0.6305  -1.0265
H  4.1721  1.9412  -1.7471
H  3.1072  0.9072  -2.6569
H  6.3321  0.6810  -2.8210
H  4.7335  1.7007  -5.3728
H  4.4113  2.7322  -3.9993
H  6.8495  2.7886  -3.7118
H  7.0105  2.0956  -5.1541
H  4.0705  -0.5035  -4.8823
H  4.5681  -1.4734  -3.4965
H  6.6573  -1.9395  -4.2910
H  6.7799  -0.3644  -5.1079
H  5.2042  -2.7327  -6.1760
H  6.8176  -2.2076  -6.6957
H  5.4675  0.4191  -7.0485
C  -7.3062  3.4820  1.7074
C  -7.9072  2.4426  1.0060
C  -7.1503  1.6390  0.1704
C  -5.7907  1.8785  0.0215
C  -5.1905  2.9378  0.7055
C  -5.9524  3.7288  1.5585
C  -3.7424  3.2395  0.5186
O  -3.2136  4.1606  1.1119
C  -2.9601  2.3919  -0.4152
C  -1.6213  2.6890  -0.6412
C  -0.8741  1.9013  -1.5003
C  -1.4575  0.8081  -2.1315
C  -2.7927  0.5101  -1.9156
C  -3.5511  1.3037  -1.0647
C  -4.9900  0.9894  -0.8691
O  -5.5084  0.0383  -1.4168
H  -7.8972  4.1026  2.3684
H  -8.9680  2.2580  1.1148
H  -7.6114  0.8254  -0.3721
H  -5.4838  4.5377  2.1025
H  -1.1680  3.5361  -0.1454
H  0.1684  2.1338  -1.6783
H  -0.8669  0.1908  -2.7956
H  -3.2506  -0.3362  -2.4086
C  -6.3435  7.5684  -7.8207
C  -7.0153  6.3619  -7.6516
C  -6.9956  5.7217  -6.4246
C  -6.2949  6.2796  -5.3626
C  -5.6036  7.4796  -5.5383
C  -5.6392  8.1258  -6.7676
C  -4.8090  8.0742  -4.4264
O  -4.2152  9.1220  -4.5800
C  -4.7594  7.3461  -3.1302
C  -3.9806  7.8515  -2.0956
C  -3.9334  7.1913  -0.8797
C  -4.6707  6.0272  -0.6851
C  -5.4449  5.5178  -1.7143
C  -5.4859  6.1679  -2.9415
C  -6.2977  5.5859  -4.0440
O  -6.9435  4.5712  -3.8782
H  -6.3663  8.0711  -8.7789
H  -7.5556  5.9221  -8.4797
H  -7.5198  4.7860  -6.2867
H  -5.1109  9.0605  -6.8956
H  -3.4105  8.7576  -2.2485
H  -3.3203  7.5814  -0.0777
H  -4.6368  5.5272  0.2614
H  -6.0172  4.6101  -1.5703